Here is a 2-piece molecular cluster, C2O3 overall from the Open Molecules 2025 dataset. Energies are from ωB97M-V with the def2-TZVPD basis set.

Last columns: bonded neighbours and bond lengths (Å).
Positions of all 5 atoms, in Å:
1 C 1.3687 0.3854 -0.0102  O3 1.116, O5 1.148
2 C -1.6534 -0.2904 -0.1841  O4 1.117
3 O 1.5520 0.7534 1.0275  C1 1.116
4 O -2.4979 -0.8734 0.2581  C2 1.117
5 O 1.2307 0.0250 -1.0912  C1 1.148

Properties
**ΔE to the lowest compared entry with this formula, charge and spin**: 11.8 kJ/mol
**E_HOMO**: -12.84 eV